Entry 1:
The following is a quantum chemistry calculation of a structure of composition C49H52KN15O4S, from the OMol25 dataset.

E_HOMO   -1.02 eV
Energy   -4018.8866 a.u.
Total charge   -2
Energy relative to the best compared isomer or geometry (same formula, charge and spin)   92.1 kcal/mol

Geometry as XYZ:
```
122
C49H52KN15O4S wB97M-V/def2-TZVPD
K -0.40 -0.13 -0.18
N 0.40 4.47 0.07
C 1.44 3.64 -0.23
N 2.65 3.86 0.35
N 3.48 3.01 -0.21
N 2.78 2.31 -1.05
N 1.49 2.66 -1.11
C -0.97 4.15 0.10
N -1.89 5.10 0.15
N -3.04 4.42 0.23
N -2.79 3.14 0.21
N -1.47 2.93 0.15
H 0.66 5.25 0.65
C -3.35 3.19 -3.10
C -2.53 2.21 -3.88
C -2.20 2.46 -5.21
C -1.40 1.58 -5.93
C -0.91 0.44 -5.30
C -1.21 0.16 -3.97
C -0.67 -1.08 -3.33
C -2.03 1.05 -3.27
N -2.30 0.89 -1.89
C -3.30 0.27 -1.45
C -4.24 -0.57 -2.29
C -3.68 0.29 0.02
C -5.09 0.77 0.28
N -2.90 -0.16 0.90
C -3.37 -0.44 2.21
C -3.09 0.42 3.28
C -2.44 1.75 3.04
C -3.45 0.03 4.56
C -4.08 -1.19 4.79
C -4.35 -2.03 3.72
C -4.00 -1.67 2.42
C -4.28 -2.60 1.27
H -3.74 3.97 -3.75
H -2.75 3.66 -2.31
H -4.19 2.72 -2.59
H -2.58 3.36 -5.68
H -1.15 1.79 -6.96
H -0.28 -0.25 -5.84
H -0.30 -1.76 -4.10
H -1.42 -1.61 -2.74
H 0.18 -0.88 -2.67
H -3.99 -0.49 -3.35
H -5.28 -0.28 -2.14
H -4.11 -1.61 -1.97
H -5.33 1.59 -0.39
H -5.17 1.13 1.31
H -5.81 -0.04 0.14
H -3.12 2.44 2.54
H -1.58 1.66 2.37
H -2.11 2.19 3.98
H -3.24 0.69 5.39
H -4.34 -1.49 5.80
H -4.82 -2.99 3.89
H -4.47 -3.61 1.63
H -3.46 -2.63 0.56
H -5.18 -2.28 0.72
N 1.21 -2.21 1.19
C 0.69 -3.58 1.07
C 0.21 -3.88 -0.34
C -1.29 -3.58 -0.59
O -2.05 -4.55 -0.76
O -1.60 -2.36 -0.60
H 1.90 -2.03 0.47
H 1.68 -2.09 2.09
H -0.14 -3.69 1.78
H 1.45 -4.32 1.35
H 0.39 -4.93 -0.58
H 0.78 -3.26 -1.04
S 3.53 0.50 6.16
C 2.43 0.60 4.75
C 2.62 1.58 3.79
C 1.73 1.61 2.72
N 0.74 0.75 2.56
C 0.57 -0.19 3.50
C 1.39 -0.31 4.61
C 2.44 1.07 7.43
C 1.68 2.22 7.29
C 0.87 2.61 8.35
N 0.79 1.96 9.51
C 1.53 0.86 9.63
C 2.35 0.37 8.62
H 3.42 2.29 3.86
H 1.85 2.37 1.95
H -0.26 -0.87 3.35
H 1.22 -1.08 5.34
H 1.70 2.80 6.38
H 0.26 3.50 8.26
H 1.45 0.33 10.57
H 2.92 -0.55 8.77
C 3.96 -0.07 -5.12
O 3.78 -1.08 -4.15
C 2.84 -2.04 -4.39
C 2.16 -2.12 -5.60
C 1.22 -3.11 -5.85
C 0.95 -4.03 -4.86
C 1.62 -3.96 -3.65
C 2.58 -2.99 -3.37
N 3.21 -3.05 -2.14
C 4.31 -2.33 -1.60
C 4.44 -0.97 -1.51
C 5.70 -0.31 -1.33
C 5.84 0.99 -1.81
C 4.84 1.79 -2.28
C 3.43 1.39 -2.05
C 3.25 -0.08 -1.62
O 2.13 -0.46 -1.34
H 4.66 0.63 -4.67
H 3.01 0.45 -5.33
H 4.36 -0.47 -6.05
H 2.37 -1.39 -6.37
H 0.70 -3.14 -6.80
H 0.20 -4.80 -5.00
H 1.38 -4.68 -2.87
H 2.91 -3.84 -1.59
H 5.18 -2.94 -1.39
H 6.58 -0.92 -1.16
H 6.86 1.39 -1.85
H 5.03 2.81 -2.59
H 2.78 1.51 -2.92
```

Here are the Löwdin charges for atoms 1 to 2, given in e: K 0.661; N 0.122

---

Entry 2:
The following is a quantum chemistry calculation of a structure of composition C49H56CoN6O2S in a non-equilibrium geometry, from the OMol25 dataset.

E_HOMO (alpha / beta)   -3.25 / -3.26 eV
Spin multiplicity   3
Energy   -4160.6712 a.u.
Total charge   -1
Energy relative to the best compared isomer or geometry (same formula, charge and spin)   0.0 kcal/mol

Geometry as XYZ:
```
115
C49H56CoN6O2S wB97M-V/def2-TZVPD
Co 7.49 -21.93 4.60
C 6.67 -19.47 -1.37
C 6.77 -18.61 -0.12
C 7.69 -19.13 1.01
C 9.04 -18.68 1.04
C 9.65 -17.48 0.36
C 10.34 -17.81 -0.91
C 9.61 -19.35 2.11
N 8.69 -20.17 2.69
C 7.51 -20.11 1.92
C 5.39 -20.29 3.39
C 4.83 -21.33 4.32
C 3.51 -21.62 4.73
C 2.24 -21.13 4.17
C 1.99 -19.64 4.49
C 3.62 -22.62 5.78
C 4.98 -22.82 5.96
C 5.75 -23.41 7.07
C 7.11 -23.18 7.26
N 8.03 -22.43 6.44
C 9.21 -22.57 6.99
C 10.39 -21.93 6.56
C 10.79 -21.01 5.62
N 10.16 -20.47 4.46
C 11.04 -19.59 3.95
C 10.81 -19.12 2.72
C 12.17 -19.45 4.76
C 12.04 -20.37 5.75
C 13.02 -20.80 6.84
C 12.84 -20.20 8.23
C 13.38 -18.55 4.49
C 14.28 -19.24 3.47
C 9.16 -23.36 8.25
C 7.86 -23.68 8.43
C 7.24 -24.38 9.58
C 7.48 -25.88 9.48
C 10.31 -23.62 9.24
C 11.32 -24.68 8.77
N 5.66 -22.02 5.05
C 2.54 -23.13 6.64
C 2.52 -22.40 7.99
H 6.08 -18.97 -2.13
H 6.31 -20.50 -1.14
H 7.70 -19.59 -1.74
H 5.78 -18.43 0.50
H 7.17 -17.59 -0.31
H 10.38 -16.89 0.96
H 8.90 -16.80 0.11
H 11.18 -18.50 -0.75
H 10.79 -16.94 -1.36
H 9.61 -18.23 -1.58
H 4.58 -19.75 2.88
H 1.44 -21.70 4.65
H 2.07 -21.31 3.15
H 1.78 -19.43 5.50
H 1.09 -19.26 3.93
H 2.83 -19.06 4.11
H 5.13 -23.97 7.77
H 11.20 -22.23 7.19
H 11.39 -18.29 2.29
H 14.13 -20.68 6.59
H 12.84 -21.85 6.95
H 12.98 -19.14 8.32
H 13.50 -20.72 8.93
H 11.82 -20.34 8.56
H 14.02 -18.36 5.36
H 12.98 -17.63 4.18
H 14.40 -20.31 3.78
H 15.27 -18.83 3.50
H 13.82 -19.28 2.51
H 6.19 -24.11 9.42
H 7.69 -23.95 10.50
H 7.11 -26.33 8.52
H 7.06 -26.46 10.28
H 8.56 -26.11 9.45
H 9.82 -23.94 10.19
H 10.86 -22.71 9.34
H 10.96 -25.73 8.59
H 12.18 -24.65 9.45
H 11.69 -24.43 7.78
H 2.60 -24.16 6.78
H 1.58 -22.94 6.13
H 3.53 -22.50 8.42
H 1.90 -22.77 8.80
H 2.36 -21.29 7.93
O 3.82 -21.35 -1.28
C 4.48 -22.46 -0.83
C 5.26 -22.40 0.46
C 5.79 -23.58 1.13
C 6.37 -23.36 2.34
N 6.80 -22.25 2.84
C 6.28 -20.97 2.25
C 5.43 -21.21 1.03
C 6.07 -19.22 4.20
C 5.71 -17.85 4.12
C 6.33 -16.95 5.02
C 5.95 -15.55 5.11
O 4.60 -15.37 5.28
C 7.40 -17.37 5.78
C 7.77 -18.72 5.67
N 7.15 -19.58 4.90
H 4.50 -20.66 -1.45
H 5.32 -22.84 -1.48
H 3.74 -23.28 -0.68
H 5.49 -24.59 0.82
H 6.74 -24.26 2.88
H 4.91 -20.37 0.66
H 4.80 -17.45 3.61
H 6.27 -15.06 4.21
H 6.42 -15.22 6.06
H 4.20 -16.22 5.52
H 7.90 -16.73 6.44
H 8.57 -19.14 6.18
S 9.65 -22.70 3.08
C 9.20 -21.15 3.64
```

Here are the Löwdin charges for atoms 1 to 2, given in e: Co 0.507; C -0.084

---

Entry 3:
The following is a quantum chemistry calculation of a cluster of 3 separate species, C49H57BClN2O12PS in total, from the OMol25 dataset.

E_HOMO   -8.23 eV
Energy   -4138.4464 a.u.
SMILES string   CCOC[C@@]1(P(C)CC)NC(=O)[C@](CCCS(=O)(=O)O)(B(O)N(C)C)[C@@]1(Cl)CCCC(=O)OCC.O=C1c2ccccc2C(=O)c2ccccc21.O=C1c2ccccc2C(=O)c2ccccc21

Geometry as XYZ:
```
124
C49H57BClN2O12PS wB97M-V/def2-TZVPD
C 0.10 -1.85 -3.30
C -0.20 -1.27 -1.93
O 0.99 -1.21 -1.16
C 0.96 -1.68 0.17
C 1.60 -0.76 1.23
P 0.59 0.83 1.62
C -0.78 0.10 2.59
C -0.39 1.20 0.11
C 0.39 1.89 -1.00
N 1.49 -1.49 2.52
C 2.73 -1.58 3.16
O 2.85 -1.72 4.34
C 3.83 -1.54 2.11
C 3.91 -3.02 1.59
C 4.86 -3.94 2.36
C 4.40 -4.22 3.79
S 5.27 -5.59 4.53
O 4.47 -6.13 5.58
O 5.83 -6.43 3.52
O 6.54 -4.86 5.19
B 5.25 -0.98 2.63
O 5.30 -0.38 3.86
N 6.47 -1.22 1.83
C 6.86 -0.10 0.94
C 7.60 -1.58 2.71
C 3.19 -0.59 1.06
Cl 3.65 1.11 1.59
C 3.78 -0.80 -0.35
C 4.03 0.41 -1.24
C 4.42 -0.05 -2.65
C 5.39 0.86 -3.35
O 5.26 1.29 -4.45
O 6.48 1.15 -2.58
C 6.84 2.54 -2.51
C 7.51 2.80 -1.17
H 0.51 -1.10 -3.97
H 0.84 -2.65 -3.20
H -0.80 -2.27 -3.75
H -0.59 -0.25 -2.04
H -0.95 -1.87 -1.41
H -0.07 -1.89 0.48
H 1.50 -2.64 0.21
H -1.64 0.76 2.46
H -1.09 -0.89 2.24
H -0.53 0.04 3.64
H -0.93 0.32 -0.26
H -1.16 1.89 0.47
H 0.81 2.83 -0.64
H 1.18 1.25 -1.39
H -0.28 2.11 -1.84
H 0.97 -2.35 2.51
H 2.91 -3.48 1.63
H 4.21 -3.04 0.55
H 5.87 -3.54 2.34
H 4.90 -4.89 1.84
H 3.34 -4.50 3.83
H 4.52 -3.36 4.45
H 6.27 -4.03 5.61
H 5.89 0.39 3.87
H 6.60 -0.30 -0.10
H 6.40 0.85 1.22
H 7.95 0.02 0.98
H 8.04 -0.71 3.22
H 8.38 -2.05 2.11
H 7.28 -2.29 3.47
H 4.74 -1.32 -0.22
H 3.14 -1.48 -0.91
H 4.82 1.03 -0.83
H 3.13 1.02 -1.30
H 4.87 -1.05 -2.59
H 3.55 -0.13 -3.30
H 5.94 3.15 -2.64
H 7.50 2.78 -3.35
H 6.81 3.24 -0.45
H 8.35 3.49 -1.28
H 7.88 1.87 -0.76
O -3.88 -0.94 1.71
C -4.96 -1.49 1.68
C -5.54 -1.97 0.39
C -4.81 -1.79 -0.78
C -5.32 -2.25 -1.98
C -6.55 -2.88 -2.03
C -7.29 -3.05 -0.86
C -6.79 -2.59 0.35
C -7.60 -2.77 1.58
O -8.71 -3.27 1.54
C -7.02 -2.30 2.87
C -7.74 -2.48 4.05
C -7.20 -2.08 5.26
C -5.94 -1.50 5.30
C -5.22 -1.31 4.14
C -5.75 -1.71 2.92
H -3.85 -1.29 -0.73
H -4.75 -2.11 -2.90
H -6.95 -3.24 -2.97
H -8.25 -3.54 -0.88
H -8.72 -2.94 3.99
H -7.77 -2.22 6.17
H -5.52 -1.19 6.25
H -4.24 -0.86 4.16
O -3.96 2.43 -2.99
C -4.47 3.51 -3.21
C -3.97 4.39 -4.31
C -2.92 3.95 -5.11
C -2.46 4.74 -6.15
C -3.05 5.98 -6.40
C -4.09 6.43 -5.60
C -4.55 5.64 -4.55
C -5.66 6.15 -3.70
O -6.14 7.25 -3.88
C -6.17 5.26 -2.62
C -7.23 5.70 -1.82
C -7.73 4.88 -0.83
C -7.18 3.62 -0.61
C -6.12 3.18 -1.39
C -5.61 4.00 -2.39
H -2.48 2.99 -4.90
H -1.65 4.40 -6.77
H -2.70 6.59 -7.21
H -4.56 7.39 -5.77
H -7.64 6.68 -2.01
H -8.55 5.22 -0.21
H -7.57 2.98 0.17
H -5.68 2.21 -1.24
```

Here are the Löwdin charges for atoms 1 to 2, given in e: C -0.053; C -0.261

---

Entry 4:
The following is a quantum chemistry calculation of a structure of composition C49H57BeFN5O6S3Si in a non-equilibrium geometry, from the OMol25 dataset.

E_HOMO   -8.42 eV
Energy   -4225.4285 a.u.
Total charge   +1
Energy relative to the best compared isomer or geometry (same formula, charge and spin)   34.5 kcal/mol

Geometry as XYZ:
```
123
C49H57BeFN5O6S3Si wB97M-V/def2-TZVPD
Be -0.13 0.05 -0.27
F -4.20 -5.35 -0.82
C -4.22 -4.37 0.12
C -3.34 -3.33 0.01
C -3.28 -2.34 1.00
C -2.26 -1.31 0.92
O -1.36 -1.38 0.08
C -2.35 -0.30 1.93
C -3.22 -0.43 2.97
N -4.10 -1.46 3.10
C -4.87 -1.63 4.29
C -5.37 -0.43 5.05
C -6.34 -1.29 4.29
C -4.17 -2.41 2.10
C -5.10 -3.45 2.14
C -5.13 -4.45 1.18
N -6.10 -5.46 1.31
C -6.43 -6.34 0.20
C -7.80 -6.97 0.53
N -8.46 -6.08 1.51
C -7.80 -6.17 2.84
C -6.28 -6.13 2.57
C -1.49 0.95 1.83
O -1.56 1.79 2.71
O -0.77 1.02 0.78
H -2.65 -3.28 -0.81
H -3.19 0.30 3.76
H -4.57 -2.49 4.87
H -5.16 0.55 4.66
H -5.37 -0.48 6.12
H -6.75 -0.87 3.38
H -7.02 -1.92 4.84
H -5.82 -3.47 2.95
H -5.69 -7.13 0.04
H -6.49 -5.75 -0.71
H -7.69 -7.96 0.97
H -8.41 -7.06 -0.37
H -9.47 -6.25 1.58
H -8.29 -5.12 1.17
H -8.11 -7.09 3.34
H -8.12 -5.32 3.44
H -5.88 -7.15 2.54
H -5.77 -5.60 3.37
S 0.70 5.60 -1.75
C 1.41 7.06 -2.30
C 2.74 6.94 -2.53
C 3.22 5.64 -2.26
C 2.23 4.78 -1.84
C 2.35 3.39 -1.48
C 1.20 2.64 -1.15
N 1.24 1.40 -0.72
C 2.43 0.80 -0.61
C 3.65 1.42 -0.99
C 4.85 0.66 -0.89
C 4.85 -0.62 -0.43
C 3.64 -1.26 -0.03
C 3.56 -2.58 0.42
C 2.33 -3.12 0.76
C 1.20 -2.27 0.65
N 1.25 -1.03 0.24
C 2.43 -0.52 -0.12
C 2.15 -4.48 1.19
C 3.08 -5.47 1.37
C 2.53 -6.70 1.78
C 1.18 -6.65 1.91
S 0.55 -5.09 1.54
C 3.59 2.75 -1.42
H 0.79 7.93 -2.43
H 3.37 7.74 -2.88
H 4.25 5.35 -2.38
H 0.22 3.09 -1.24
H 5.77 1.13 -1.20
H 5.76 -1.19 -0.37
H 4.47 -3.17 0.49
H 0.23 -2.66 0.91
H 4.14 -5.32 1.21
H 3.12 -7.58 1.96
H 0.51 -7.43 2.20
H 4.50 3.26 -1.68
C -5.10 2.06 -2.75
C -3.86 1.68 -1.94
C -3.02 2.91 -1.62
C -4.28 0.99 -0.63
O -3.14 0.74 -2.70
Si -1.69 0.62 -3.44
S -0.29 -0.50 -2.33
O -1.01 2.04 -3.82
C -0.86 2.73 -5.05
C -2.21 2.91 -5.73
C -0.25 4.08 -4.69
C 0.08 1.95 -5.97
O -1.98 -0.17 -4.82
C -2.55 -1.43 -5.11
C -2.99 -2.17 -3.84
C -1.49 -2.25 -5.85
C -3.75 -1.16 -6.01
H -5.76 2.71 -2.18
H -5.65 1.15 -3.02
H -4.81 2.57 -3.67
H -3.63 3.66 -1.12
H -2.62 3.33 -2.54
H -2.19 2.63 -0.98
H -4.90 1.66 -0.03
H -3.39 0.74 -0.07
H -4.83 0.08 -0.84
H -2.90 3.43 -5.06
H -2.63 1.94 -5.97
H -2.11 3.50 -6.64
H -0.88 4.60 -3.97
H -0.15 4.70 -5.58
H 0.74 3.93 -4.25
H -0.32 0.96 -6.14
H 1.06 1.84 -5.50
H 0.20 2.47 -6.92
H -2.13 -2.31 -3.20
H -3.42 -3.13 -4.10
H -3.72 -1.57 -3.31
H -0.61 -2.36 -5.21
H -1.20 -1.74 -6.76
H -1.89 -3.23 -6.10
H -4.46 -0.52 -5.50
H -4.24 -2.09 -6.29
H -3.42 -0.66 -6.92
```

Here are the Löwdin charges for atoms 1 to 2, given in e: Be -0.100; F 0.061

---

Question: Which value of energy does entry 2 give?
Answer: -4160.6712 a.u.